Entry from OMol25: the ion C6H8BrFN with charge +1 in a non-equilibrium geometry (ωB97M-V/def2-TZVPD).

The net charge is +1. As for the energy relative to the best compared isomer or geometry (same formula, charge and spin): 202.5 kJ/mol. The calculation puts the HOMO energy at -13.0 eV. The value obtained for the max |F| is 5.66 eV Å⁻¹.

Geometry (Å):
H 1.1785 0.7289 -2.4996
H -1.4339 -0.2372 2.8095
H -0.9740 1.3257 -0.6864
C -0.2652 -1.5974 0.1251
Br 2.5660 0.3043 0.2247
C -0.8975 -1.4194 1.2488
H 0.0804 -0.1883 -2.4771
C 0.7758 0.1946 -0.4664
N 0.8912 -0.0292 -1.9256
C -0.6434 1.1001 1.3045
C -0.1600 1.3650 -0.0947
H 1.6326 -0.8279 -2.0036
F 0.0990 -2.5845 -0.6896
C -1.0557 -0.0954 1.7783
H -1.2684 -2.3713 1.5423
H -0.8101 2.0575 1.8419
H 0.2847 2.2744 -0.0320

Cartesian forces (eV/Å) of the 2 atoms listed first:
1.7 1.7 0.0
0.1 1.1 -0.6

Mulliken population analysis, charges in e, atoms 1 to 8:
1 H 0.292
2 H 0.317
3 H 0.405
4 C 0.360
5 Br 0.021
6 C -0.293
7 H 0.314
8 C -0.241

Entry from OMol25: the ion C6H8BrN2 with charge +1 in a non-equilibrium geometry (ωB97M-V/def2-TZVPD).

The net charge is +1. As for the energy relative to the best compared isomer or geometry (same formula, charge and spin): 0.0 kJ/mol. The calculation puts the HOMO energy at -13.3 eV. The value obtained for the max |F| is 4.03 eV Å⁻¹.

Geometry (Å):
H -1.5817 -2.2171 1.4922
C 0.5684 1.6501 -0.5632
H 1.1912 2.2067 1.3149
C -0.1878 -0.6690 0.7869
H -0.0231 -2.8174 1.1683
H 0.6627 2.6590 -0.9098
H -0.4480 0.2732 -3.3889
H -0.4946 -1.7664 2.6919
H 0.7675 0.2709 2.4636
C 0.0814 0.5709 -1.3386
C -0.3399 -0.5661 -0.6084
H 0.4468 1.7307 -2.7810
C 0.6306 1.5529 0.7910
N 0.3293 0.3751 1.4685
Br -1.1325 -2.0262 -1.6176
N 0.0450 0.7551 -2.6161
C -0.5154 -1.9823 1.6462

Cartesian forces (eV/Å) of the 2 atoms listed first:
0.2 0.2 -0.2
-0.9 0.0 1.9

Mulliken population analysis, charges in e, atoms 1 to 8:
1 H 0.398
2 C -0.607
3 H 0.452
4 C 0.459
5 H 0.383
6 H 0.314
7 H 0.252
8 H 0.375

Entry from OMol25: the ion C6H8BrN2O3 with charge +1 in a non-equilibrium geometry (ωB97M-V/def2-TZVPD).

The net charge is +1. As for the energy relative to the best compared isomer or geometry (same formula, charge and spin): 23.3 kJ/mol. The calculation puts the HOMO energy (spin up / spin down) at -11.9 / -11.9 eV. The value obtained for the max |F| is 9.20 eV Å⁻¹.

Geometry (Å):
N 0.3361 1.0377 1.7156
H -2.8501 0.4460 -0.5553
H -2.1392 0.4074 -1.9857
C -0.9514 -0.2918 -0.7461
Br 2.8047 0.9995 -2.1408
C -0.7211 -0.9514 0.5956
N -2.3803 -0.2402 -1.1892
H -0.3239 0.8499 -2.4177
C 1.3701 0.3348 -1.1119
H 3.2254 0.0869 1.4208
O 2.8991 -0.3749 0.5867
H -1.7016 -0.7463 1.1490
C 1.6497 -0.1539 0.2863
C 0.0268 0.2882 -1.5009
H 1.0700 -1.1212 1.8847
O 1.3029 1.5249 2.2143
O -0.6727 1.5885 1.4523
C 0.5518 -0.4700 1.1162
H -0.6694 -2.0508 0.3950
H -2.8269 -1.1633 -1.1689

Cartesian forces (eV/Å) of the 2 atoms listed first:
1.0 -2.0 -0.1
-0.1 -1.0 -0.2

Mulliken population analysis, charges in e, atoms 1 to 8:
1 N 0.994
2 H 0.416
3 H 0.365
4 C 0.379
5 Br -0.064
6 C -0.647
7 N -0.188
8 H 0.230

Entry from OMol25: an isolated molecule of C6H8ClN in a non-equilibrium geometry (ωB97M-V/def2-TZVPD).

The net charge is 0. As for the energy relative to the best compared isomer or geometry (same formula, charge and spin): 57.5 kJ/mol. The calculation puts the HOMO energy at -8.8 eV. The value obtained for the max |F| is 1.83 eV Å⁻¹.

Geometry (Å):
C -0.8642 -0.9079 -0.0270
C 0.4683 -0.1234 -0.1063
H 0.8582 -0.5090 -2.0864
H 0.7179 2.1125 -0.0705
Cl -3.6467 -0.3251 -0.0392
H 0.5663 0.2075 1.9191
C -1.8909 -0.0447 -0.0689
H 1.6229 -1.5304 -1.1117
C 1.2471 -0.2547 1.1827
H -1.9411 2.2202 -0.4838
H 1.5381 -1.2845 1.3758
C 0.0028 1.2949 -0.1734
H -0.9129 -1.9404 0.1280
H 2.1847 0.2816 1.0453
C -1.3357 1.3551 -0.2590
N 1.3850 -0.5518 -1.2247

Cartesian forces (eV/Å) of the 2 atoms listed first:
-0.2 1.8 0.1
0.1 -1.4 -0.2

Mulliken population analysis, charges in e, atoms 1 to 8:
1 C -1.009
2 C 1.810
3 H 0.297
4 H 0.370
5 Cl -0.205
6 H 0.405
7 C 0.182
8 H 0.275